(1)
78
Properties=species:S:1:pos:R:3 method="wB97M-V/def2-TZVPD" total_charge=+1 homo_energy_ev="-10.3 / -10.2" homo_lumo_gap_ev="6.056 / 6.165" energy_ha=-3237.14955 lumo_ev="-4.196 / -4.082"
H 0.440 2.074 6.924
N -3.932 0.068 -0.413
H -1.327 -5.809 -3.766
C -4.885 0.906 -0.783
C 5.559 1.523 -2.051
C -1.986 -2.710 -0.309
C -0.071 4.023 6.035
N -1.667 -0.087 0.271
N -0.673 1.014 -2.546
C -4.685 2.279 -0.891
N 1.232 0.705 0.313
H 6.809 1.038 -0.381
C -1.084 -0.186 -2.894
H -3.015 -5.756 -3.722
S -1.867 -1.570 1.043
S 1.501 5.604 -1.115
C 2.023 -2.057 3.403
N -0.722 0.257 -5.202
N -0.344 3.971 4.610
C 3.357 -2.090 0.968
C -2.745 0.594 -0.139
Os -0.420 1.523 0.036
H 4.073 1.928 -3.539
N -0.847 1.954 5.268
H 2.875 -3.998 3.715
H -1.475 -2.056 -5.600
C 3.464 0.534 -0.512
C -0.835 2.788 4.225
H 0.045 -4.399 -2.407
C -0.423 2.593 6.500
H 0.979 4.266 6.214
H -3.142 3.793 -0.742
H 1.500 -2.050 4.348
H 4.070 -4.016 1.558
O -3.065 -1.524 1.821
H 4.955 0.161 0.982
H 0.039 2.841 -3.209
H -1.227 2.584 7.242
C -0.808 -3.163 -0.878
H -0.330 4.784 4.021
C 3.219 1.051 -1.784
H -0.032 2.125 -5.635
H 6.371 1.914 -2.645
C -0.861 -4.036 -1.945
O -0.626 -1.801 1.724
C 4.264 1.532 -2.551
C -1.110 -0.595 -4.251
N 0.363 3.240 -0.254
C 1.904 -0.985 2.542
C -3.400 2.745 -0.657
H -1.208 1.018 5.225
H -4.227 -4.297 -2.261
C -3.218 -3.108 -0.792
S -1.456 2.428 2.708
C -3.276 -3.980 -1.861
C 3.466 -3.164 1.833
H -1.815 -2.498 -3.944
H 0.133 -2.834 -0.466
H 3.862 -2.111 0.014
H -4.108 -2.731 -0.319
H 1.303 -0.126 2.801
N -2.150 -5.263 -3.564
C -0.288 1.858 -3.506
H -5.483 2.953 -1.149
C -2.098 -4.465 -2.447
N -2.432 1.918 -0.304
C 2.797 -3.152 3.048
H -1.405 -0.858 -2.114
H 2.203 1.062 -2.157
N -1.514 -1.819 -4.623
C 2.567 -0.992 1.315
C 4.767 0.529 -0.015
C 2.342 0.113 0.360
C 0.849 4.261 -0.614
C 5.806 1.027 -0.781
C -0.325 1.459 -4.836
H -0.687 4.783 6.523
H -5.844 0.460 -1.016

---

(2)
70
Properties=species:S:1:pos:R:3 method="wB97M-V/def2-TZVPD" homo_energy_ev=-6.6 homo_lumo_gap_ev=6.098 energy_ha=-2481.22608 lumo_ev=-0.538
O 0.016 1.975 3.460
N -0.566 3.574 -3.524
C 0.203 3.497 -2.410
H -2.251 2.133 -1.299
C -0.093 6.278 -6.034
O 1.783 2.116 -1.629
C -0.464 1.110 -1.916
H 0.722 -2.411 5.339
H 3.112 0.581 -1.736
C 1.549 -2.926 3.402
C 1.852 -1.076 1.873
C 1.458 6.416 -4.144
H -2.783 -3.275 4.131
C -2.163 -0.217 2.756
H 1.107 -0.002 -2.905
C 0.771 5.347 -3.568
H -1.587 4.688 -5.925
H 0.821 3.292 0.437
H 2.975 1.358 -0.110
H 1.494 7.726 -5.876
C 0.046 2.639 0.003
H -1.828 3.037 -5.055
H -0.372 -1.954 -3.369
H 0.516 0.011 4.804
S -1.504 0.476 1.202
H 1.996 4.677 -0.571
O 2.174 2.136 2.158
C -1.832 1.179 -1.643
O -1.203 -0.771 0.497
H -4.351 -1.894 5.512
C 0.053 0.018 -2.615
C -2.107 -1.601 2.960
H 2.393 -3.109 1.417
H -4.434 0.579 5.166
C -2.157 -0.993 -2.603
H -1.165 1.654 -4.188
H -0.440 6.648 -7.000
H 2.313 6.849 -3.636
H -2.470 2.673 -3.448
C 0.374 2.313 -1.429
N 1.067 4.545 -2.457
C 0.999 6.883 -5.389
C -0.794 -1.057 -2.911
C -0.019 1.455 0.933
C -3.775 -0.038 4.553
H 2.215 -0.671 0.931
C 2.224 4.814 -1.631
C -0.283 4.755 -4.214
H -0.916 3.184 0.064
C -2.862 -2.198 3.973
O -2.629 1.322 0.795
H -3.730 0.171 -1.639
C -3.000 0.563 3.558
H -3.031 1.635 3.391
C -3.721 -1.420 4.754
H 2.500 5.855 -1.811
C -2.678 0.111 -1.932
H 1.693 0.236 -0.682
C 0.922 -0.688 4.075
H -1.455 -2.214 2.343
H 1.622 -3.993 3.625
H -2.831 -1.818 -2.851
C 1.972 -2.435 2.166
S 0.898 1.495 2.414
H 3.084 4.194 -1.916
C -1.563 2.669 -4.063
C 2.420 1.005 -0.989
C 1.248 -0.227 2.799
C 1.043 -2.046 4.362
C -0.749 5.187 -5.446

---

(3)
75
Properties=species:S:1:pos:R:3 method="wB97M-V/def2-TZVPD" s_squared=6.0515 homo_energy_ev="-6.7 / -8.6" multiplicity=5 relative_energy_kcal_mol=0.0 homo_lumo_gap_ev="6.389 / 6.718" energy_ha=-3106.32724 lumo_ev="-0.356 / -1.905"
C 1.462 -2.310 1.842
C -4.017 2.179 -1.180
C 3.347 -3.854 0.507
C 4.672 0.785 -0.426
H -2.125 1.676 -2.067
C 2.658 -0.189 -1.299
C 3.807 -0.305 -0.554
C -3.836 3.041 1.042
N 0.553 4.013 -0.602
C -3.472 -5.051 1.516
C -2.639 2.074 -1.200
H -1.824 -6.163 2.317
H 0.490 4.420 -1.529
H 1.849 0.237 1.800
H -1.752 -0.840 -2.956
O -0.376 2.163 3.285
H 5.099 2.804 -1.030
H -3.197 -2.233 -0.333
C 5.857 0.660 0.365
H 4.081 -4.456 -0.013
H -0.117 -4.658 1.395
S -0.233 -2.455 -2.251
H -4.271 3.425 1.953
N -4.564 0.625 -2.992
C 2.632 -2.684 2.484
H -5.699 2.820 -0.024
H 4.489 -3.744 2.318
H 2.595 4.465 -0.598
H -4.222 -5.715 1.925
H 1.673 5.420 0.558
H 0.731 -1.708 2.368
C -1.544 -3.340 0.471
O -2.386 -0.164 -3.270
H 0.870 2.085 -3.154
C 3.574 -3.457 1.817
C -3.857 -3.945 0.769
N 6.809 0.559 1.000
H 1.996 -1.031 -1.437
N -1.884 2.402 -0.150
C 2.151 3.458 1.204
H 3.033 3.026 -2.365
O -5.764 2.517 -2.725
C -4.854 1.797 -2.367
C 0.209 1.232 3.660
H -4.905 -3.745 0.593
C -2.128 -5.302 1.737
H 0.479 0.311 -2.812
C -4.624 2.699 -0.043
H 2.779 1.566 2.741
C -3.611 -0.385 -2.613
C -2.463 2.860 0.959
C 1.048 1.197 -2.560
N 1.681 2.186 1.068
H -5.106 0.472 -3.829
C -2.897 -3.097 0.247
H 2.000 -3.767 -1.171
H -4.030 -1.356 -2.895
C -1.163 -4.450 1.217
C 3.247 2.107 -1.835
H 2.804 -2.365 3.503
H -1.813 3.062 1.797
O 0.592 0.302 4.242
S -0.929 -0.377 0.351
C 2.183 -3.472 -0.145
H -3.482 -0.364 -1.525
C 1.240 -2.697 0.522
C 4.397 1.984 -1.101
C 2.307 1.044 -1.905
O 2.887 3.836 2.104
Pt 0.254 1.614 -0.401
C 2.021 1.278 2.021
H 4.045 -1.239 -0.063
H -0.267 4.324 -0.092
P -0.314 -2.235 -0.287
C 1.764 4.430 0.106

---

Copy entry 1 word for word.
78
Properties=species:S:1:pos:R:3 method="wB97M-V/def2-TZVPD" total_charge=+1 homo_energy_ev="-10.3 / -10.2" homo_lumo_gap_ev="6.056 / 6.165" energy_ha=-3237.14955 lumo_ev="-4.196 / -4.082"
H 0.440 2.074 6.924
N -3.932 0.068 -0.413
H -1.327 -5.809 -3.766
C -4.885 0.906 -0.783
C 5.559 1.523 -2.051
C -1.986 -2.710 -0.309
C -0.071 4.023 6.035
N -1.667 -0.087 0.271
N -0.673 1.014 -2.546
C -4.685 2.279 -0.891
N 1.232 0.705 0.313
H 6.809 1.038 -0.381
C -1.084 -0.186 -2.894
H -3.015 -5.756 -3.722
S -1.867 -1.570 1.043
S 1.501 5.604 -1.115
C 2.023 -2.057 3.403
N -0.722 0.257 -5.202
N -0.344 3.971 4.610
C 3.357 -2.090 0.968
C -2.745 0.594 -0.139
Os -0.420 1.523 0.036
H 4.073 1.928 -3.539
N -0.847 1.954 5.268
H 2.875 -3.998 3.715
H -1.475 -2.056 -5.600
C 3.464 0.534 -0.512
C -0.835 2.788 4.225
H 0.045 -4.399 -2.407
C -0.423 2.593 6.500
H 0.979 4.266 6.214
H -3.142 3.793 -0.742
H 1.500 -2.050 4.348
H 4.070 -4.016 1.558
O -3.065 -1.524 1.821
H 4.955 0.161 0.982
H 0.039 2.841 -3.209
H -1.227 2.584 7.242
C -0.808 -3.163 -0.878
H -0.330 4.784 4.021
C 3.219 1.051 -1.784
H -0.032 2.125 -5.635
H 6.371 1.914 -2.645
C -0.861 -4.036 -1.945
O -0.626 -1.801 1.724
C 4.264 1.532 -2.551
C -1.110 -0.595 -4.251
N 0.363 3.240 -0.254
C 1.904 -0.985 2.542
C -3.400 2.745 -0.657
H -1.208 1.018 5.225
H -4.227 -4.297 -2.261
C -3.218 -3.108 -0.792
S -1.456 2.428 2.708
C -3.276 -3.980 -1.861
C 3.466 -3.164 1.833
H -1.815 -2.498 -3.944
H 0.133 -2.834 -0.466
H 3.862 -2.111 0.014
H -4.108 -2.731 -0.319
H 1.303 -0.126 2.801
N -2.150 -5.263 -3.564
C -0.288 1.858 -3.506
H -5.483 2.953 -1.149
C -2.098 -4.465 -2.447
N -2.432 1.918 -0.304
C 2.797 -3.152 3.048
H -1.405 -0.858 -2.114
H 2.203 1.062 -2.157
N -1.514 -1.819 -4.623
C 2.567 -0.992 1.315
C 4.767 0.529 -0.015
C 2.342 0.113 0.360
C 0.849 4.261 -0.614
C 5.806 1.027 -0.781
C -0.325 1.459 -4.836
H -0.687 4.783 6.523
H -5.844 0.460 -1.016